Entry 1:
# BH4In

A molecular structure, BH4In (wB97M-V/def2-TZVPD, the Open Molecules 2025 dataset).

Results
Total charge: +2
Energy relative to the best compared isomer or geometry (same formula, charge and spin), eV: 0.000
Orbital gap, eV: 5.74
LUMO, eV: -16.435

Atoms and positions in Å:
In 0.047119 2.682101 -0.272159
B -0.033694 -0.511169 0.052857
H 0.063445 -0.235639 -1.095624
H 0.576100 -1.465590 0.512263
H 0.524409 0.401629 0.625585
H -1.177382 -0.871330 0.177076

Atomic forces in eV per Å
-0.086 0.699 0.113
-0.324 0.636 -1.234
-1.360 1.666 -0.717
-0.467 -0.468 3.168
2.805 -0.158 -0.282
-0.567 -2.376 -1.047

Entry 2:
# C5H5NO2

C5H5NO2 in the gas phase (wB97M-V/def2-TZVPD, the Open Molecules 2025 dataset).

Results
Total charge: 0
Structure (SMILES): [H]/N=C1C=C/C(=C\O)O\1
Energy relative to the best compared isomer or geometry (same formula, charge and spin), eV: 4.194
Orbital gap, eV: 7.96
LUMO, eV: -0.510

Atoms and positions in Å:
H 3.404498 -0.079255 0.378596
N 2.808251 -0.899032 0.487274
C 1.597891 -0.409644 -0.165747
C 1.205117 1.017243 -0.362332
C -0.138541 0.990896 -0.024876
C -0.599909 -0.408784 -0.194264
C -1.844023 -0.920203 -0.142617
O -3.037533 -0.233687 0.274029
O 0.560152 -1.273810 -0.354671
H 1.925740 1.903566 -0.076193
H -1.071522 1.587219 0.205075
H -1.851889 -1.964656 -0.393640
H -2.958236 0.690153 0.369368

Atoms 1-6, force components in eV/Å:
0.289 0.067 0.280
-6.048 2.363 -4.011
5.918 -2.376 2.974
-0.700 1.357 3.168
-0.768 -1.578 -1.421
0.506 0.084 0.410

Entry 3:
# C15H22F12O7P

2 unconnected molecules or ions with the total composition C15H22F12O7P (wB97M-V/def2-TZVPD, the Open Molecules 2025 dataset).

Results
Total charge: -1
Orbital gap, eV: 7.32
LUMO, eV: 2.204

Atoms and positions in Å:
O 3.867927 0.676510 2.338505
C 3.985725 1.903775 1.505567
C 3.154181 1.763853 0.061599
O 2.658788 3.115917 -0.242554
C 1.475355 3.069092 -1.146037
O 0.354077 2.570990 -0.331467
C -0.935166 3.188073 -0.749943
P -2.418621 1.962712 -0.725341
C -4.032341 0.902430 -0.561123
C -5.332693 1.579736 -1.327694
O -5.867671 0.723248 -2.432515
C -6.575557 1.659830 -0.211182
F -6.166699 2.684911 0.818580
F -7.854770 2.128872 -0.835195
F -6.813166 0.367178 0.472183
C -1.671846 0.828813 -2.064323
F -2.788325 0.478943 -3.021448
F -0.653409 1.523383 -2.939712
C -0.930330 -0.523831 -1.514974
F -1.551972 -1.156589 -0.330826
F 0.517713 -0.298665 -1.146166
C -0.872110 -1.722173 -2.681071
F -0.601967 -1.199676 -4.041647
F -2.218913 -2.401952 -2.765112
C 0.257474 -2.871887 -2.373441
F -0.117121 -4.089984 -3.183891
F 1.633236 -2.509639 -2.808624
F 0.322802 -3.328782 -0.966581
H 2.906726 0.390129 2.414716
H 3.446797 2.790088 2.087168
H 5.116967 2.147625 1.331600
H 3.877773 1.314271 -0.751079
H 2.324386 0.962615 0.259247
H 1.309130 4.123334 -1.627069
H 1.659184 2.266199 -2.009660
H -1.142813 4.035058 0.066054
H -0.840130 3.791728 -1.775541
H -1.768879 1.290783 0.368508
H -3.023983 2.850874 0.277589
H -2.990694 2.764045 -1.816327
H -4.307440 0.930720 0.600480
H -3.880405 -0.226954 -0.822275
H -5.163684 2.682879 -1.678692
H -5.735525 -0.210681 -2.076698
C 4.646395 -4.602322 2.619792
C 3.501275 -3.762619 3.149458
C 2.981878 -2.766690 2.156974
O 2.482085 -1.732835 2.985585
C 3.191665 -1.791083 4.151214
O 3.168307 -0.933491 5.018954
O 3.935796 -2.937225 4.217692
H 4.377342 -5.099729 1.682944
H 5.541881 -3.992839 2.455905
H 4.921589 -5.368717 3.352214
H 2.698528 -4.409737 3.523094
H 2.182821 -3.181411 1.535406
H 3.758430 -2.349101 1.507180

Atoms 1-6, force components in eV/Å:
-0.762 0.900 -1.292
-1.466 0.512 -0.134
0.955 -0.607 1.466
-1.095 -1.883 -1.498
0.308 -1.445 0.240
0.500 1.859 -2.296

Entry 4:
# C2H2NO2

2 unconnected molecules or ions with the total composition C2H2NO2 (wB97M-V/def2-TZVPD, the Open Molecules 2025 dataset).

Results
Total charge: +1
Energy relative to the best compared isomer or geometry (same formula, charge and spin), eV: 0.392
Orbital gap, eV: 11.28
LUMO, eV: -5.690

Atoms and positions in Å:
C -2.449676 -0.155929 0.051270
C 2.310599 -0.204676 -0.004117
N 1.301056 0.357263 0.087191
O -1.307022 -0.102869 -0.089504
O -3.582856 -0.088876 0.050604
H 3.269072 -0.713182 -0.342762
H 0.458829 0.908269 0.247318

Atoms 1-6, force components in eV/Å:
-0.638 0.746 -0.852
-1.990 1.197 -0.938
3.727 -1.631 0.089
2.092 -0.236 0.353
-1.555 -0.403 0.542
-1.373 0.634 0.867

Computed E_tot, in the same sequence as the records: -216.35384 -398.62435 -2650.86342 -282.33585 Eh.
Computed HOMO energy, in the same sequence as the records: -22.17 -8.47 -5.12 -16.97 eV.